1.
50
Properties=species:S:1:pos:R:3:forces:R:3:nbo_charge:R:1 method="wB97M-V/def2-TZVPD" lumo_ev="-8.04 / -8.04" homo_ha="-0.5186 / -0.5533" spin_multiplicity=3 e_tot_ev=-35545.548 total_charge=+2 molar_mass_g_mol=392.8 gap_ev="6.07 / 7.02"
C -2.93955 -3.54929 -1.08182 -0.955 -1.301 -0.117 0.664
C -3.67668 -3.17875 0.13083 0.483 1.019 0.397 -0.773
C -3.44593 -3.14356 -2.39674 0.522 1.036 -0.273 -0.773
C -1.79024 -4.45529 -0.99056 0.982 0.670 0.125 -0.773
Cl -0.78984 -0.62446 -1.12286 0.021 -0.285 -0.019 -0.396
H -4.17395 -3.86496 -2.80923 0.154 -0.102 0.371 0.336
H -2.62902 -3.06165 -3.12711 -0.231 -0.221 0.148 0.274
H -3.95646 -2.17205 -2.34146 -0.041 -0.351 0.032 0.273
H -4.46825 -3.90698 0.38349 0.219 -0.089 -0.344 0.336
H -4.16844 -2.20297 0.01210 -0.033 -0.357 -0.050 0.273
H -3.00656 -3.12461 1.00033 -0.205 -0.210 -0.195 0.274
H -2.08560 -5.51891 -1.03770 -0.315 0.274 -0.032 0.336
H -1.25235 -4.31798 -0.04190 -0.267 -0.168 -0.164 0.272
H -1.08461 -4.28321 -1.81541 -0.296 -0.176 0.099 0.274
C 0.25885 3.63707 -0.20459 -0.640 -0.581 -0.530 -0.188
C -0.12343 3.48071 -1.59159 -0.922 -0.437 0.283 -0.274
C -1.29818 2.63462 -1.62709 0.375 0.716 0.277 -0.314
H 0.30306 4.00567 -2.44199 -0.116 -0.140 0.287 0.274
C -1.62717 2.29342 -0.26461 0.841 0.681 -0.679 -0.134
C -0.70088 2.95139 0.59740 0.024 0.024 -0.708 -0.195
H -0.81667 3.07015 1.67371 0.357 -0.503 -0.317 0.271
H 1.05584 4.28674 0.15373 -0.160 -0.348 -0.068 0.271
H -1.87845 2.40580 -2.51908 0.168 -0.019 0.321 0.283
H -2.49867 1.72575 0.04227 0.351 -0.066 -0.034 0.270
C 2.79885 1.18377 -0.88405 0.557 -0.500 -1.313 -0.228
C 2.52276 2.27351 -1.77471 0.451 -1.073 -0.403 -0.211
C 1.85647 1.73837 -2.94202 0.821 -0.234 0.046 -0.260
H 2.81364 3.30494 -1.61230 -0.194 -0.180 -0.026 0.278
C 1.73956 0.31987 -2.77732 0.870 0.353 0.297 -0.227
C 2.30752 -0.02713 -1.49531 0.924 0.787 -0.413 -0.228
H 2.44446 -1.03108 -1.10863 -0.262 0.277 0.015 0.285
H 3.42772 1.24213 -0.00131 -0.572 0.022 0.083 0.286
H 1.55924 2.30289 -3.82323 -0.021 -0.163 0.320 0.285
H 1.35057 -0.37538 -3.51031 -0.153 0.146 0.211 0.287
Mo 0.55120 1.34029 -1.20173 -2.679 1.486 2.504 0.812
C 0.91849 1.85592 3.73535 -0.043 -0.025 0.527 -0.629
C 1.80615 1.60957 2.54666 -0.086 -0.333 -0.211 -0.066
O 1.22234 0.58764 1.72274 -0.170 0.073 -0.537 -0.578
C 1.81296 -0.71118 1.77344 0.300 0.217 -0.068 -0.055
C 1.69225 -1.42725 3.10260 -0.051 -0.175 -0.115 -0.641
H -0.13006 2.01951 3.44926 0.341 -0.117 0.001 0.203
H 1.25886 2.73776 4.28665 -0.026 -0.163 0.052 0.232
H 0.96625 0.97540 4.38785 -0.196 0.365 0.021 0.224
H 1.88270 2.51127 1.92916 0.118 -0.098 -0.002 0.167
H 2.81737 1.30771 2.86078 -0.184 0.128 -0.106 0.191
H 1.28256 -1.28766 1.00411 0.171 0.140 0.101 0.184
H 2.88071 -0.62367 1.48498 -0.308 -0.127 0.095 0.159
H 0.64664 -1.63422 3.34384 0.085 0.144 0.059 0.215
H 2.20094 -2.38732 2.99548 0.014 -0.011 0.126 0.230
H 2.16303 -0.89233 3.92790 -0.022 -0.008 -0.072 0.222

***

2.
58
Properties=species:S:1:pos:R:3:forces:R:3:nbo_charge:R:1 method="wB97M-V/def2-TZVPD" lumo_ev=0.17 homo_ha=-0.3569 e_tot_ev=-49052.387 molar_mass_g_mol=538.3 gap_ev=9.88
C -3.12213 -0.35986 2.13480 0.010 -0.232 -0.128 -0.604
C -1.76235 -1.05314 2.23615 -0.081 -0.003 -0.156 -0.398
C -1.46091 -1.93952 1.01483 -0.067 -0.057 0.181 -0.398
C 0.03661 -2.08042 0.72822 -0.211 0.026 -0.167 -0.400
C 0.64641 -0.80216 0.12861 0.004 -0.019 -0.164 -0.407
C 2.07411 -0.52672 0.61684 -0.137 -0.068 -0.041 -0.397
C 2.15643 -0.03886 2.06818 0.244 0.060 0.011 -0.401
C 1.72909 1.42628 2.37708 -0.160 -0.057 0.026 -0.400
C 1.49047 2.37155 1.19731 0.090 0.224 -0.019 -0.395
C 1.36870 3.82923 1.66314 -0.077 -0.133 0.053 -0.456
C 1.13753 4.76824 0.48798 0.119 -0.309 -0.203 0.029
I 3.01852 5.63018 -0.18840 -0.038 -0.087 -0.012 0.028
O 0.24328 5.79390 0.85457 0.208 0.325 0.095 -0.522
C -0.27940 6.53612 -0.14390 -0.204 -0.464 -0.903 0.649
O -0.19534 6.27117 -1.31511 0.071 0.278 0.830 -0.559
H -3.39353 0.15353 3.06048 0.035 0.018 -0.106 0.206
H -3.89954 -1.10172 1.91636 0.045 0.112 0.079 0.206
H -3.12711 0.35837 1.30804 -0.005 -0.005 0.130 0.198
H -1.75227 -1.68135 3.13512 0.177 0.151 -0.064 0.200
H -0.96921 -0.30026 2.33867 -0.109 -0.086 0.101 0.188
H -1.96716 -1.52704 0.13119 0.097 0.011 0.028 0.187
H -1.89816 -2.92838 1.19542 0.043 0.116 -0.081 0.209
H 0.54700 -2.36250 1.65652 -0.012 -0.014 -0.084 0.193
H 0.18415 -2.89502 0.01070 0.087 -0.043 0.203 0.206
H 0.65011 -0.89710 -0.96396 -0.040 0.046 0.245 0.228
H -0.01797 0.04355 0.33929 0.155 0.033 0.085 0.186
H 2.62724 -1.47303 0.53919 -0.003 0.133 0.057 0.206
H 2.58738 0.16647 -0.06019 -0.109 0.011 0.097 0.194
H 3.19025 -0.16166 2.41253 -0.116 -0.016 -0.084 0.205
H 1.56292 -0.72505 2.68428 0.072 0.149 -0.013 0.205
H 0.81786 1.41145 2.98817 0.079 0.053 -0.075 0.201
H 2.49688 1.89137 3.00823 -0.083 -0.139 -0.027 0.202
H 0.56946 2.11464 0.66219 0.176 -0.096 -0.021 0.205
H 2.31876 2.31279 0.47949 -0.104 -0.049 0.041 0.201
H 2.26739 4.12001 2.21270 -0.137 0.014 0.023 0.219
H 0.51928 3.93896 2.34918 0.068 -0.033 -0.117 0.226
H 0.78552 4.24481 -0.40267 -0.088 0.139 0.137 0.217
H -0.82356 7.39132 0.26838 0.022 -0.033 0.065 0.136
O 0.55253 -0.49602 -3.29566 -0.057 -0.096 -0.081 -0.559
C 1.50053 0.18167 -3.49867 0.086 0.045 0.137 0.974
O 1.85202 1.26006 -2.76026 0.057 0.076 0.056 -0.488
C 3.13451 1.71933 -3.20129 0.012 -0.028 0.080 -0.132
C 3.20153 1.15448 -4.60592 -0.068 -0.052 0.005 0.446
F 4.45526 0.79472 -4.96600 -0.002 -0.058 0.085 -0.323
O 2.39170 -0.00263 -4.50674 -0.052 0.092 -0.211 -0.491
H 3.91465 1.27734 -2.57828 0.032 0.002 -0.048 0.204
H 3.18322 2.80165 -3.15015 -0.119 0.051 0.005 0.218
H 2.79145 1.80666 -5.37869 0.094 0.013 -0.048 0.155
O -1.99959 -7.13919 0.07868 0.052 -0.080 0.064 -0.546
C -2.77543 -6.32203 -0.27328 -0.157 0.040 0.003 0.970
O -3.61366 -6.44227 -1.32979 -0.063 -0.024 -0.072 -0.485
C -4.50609 -5.32645 -1.33741 -0.032 0.004 -0.015 -0.129
C -3.72990 -4.29721 -0.53903 0.021 -0.088 -0.005 0.445
F -4.53616 -3.49859 0.20125 -0.032 -0.079 0.043 -0.327
O -2.95563 -5.10821 0.32127 0.165 0.130 -0.061 -0.499
H -5.42833 -5.59083 -0.81780 -0.016 0.054 0.022 0.202
H -4.72296 -5.02508 -2.35752 0.097 -0.059 -0.038 0.210
H -3.06637 -3.66757 -1.13432 -0.036 0.101 0.057 0.160

***

3.
57
Properties=species:S:1:pos:R:3:forces:R:3:nbo_charge:R:1 method="wB97M-V/def2-TZVPD" lumo_ev=3.90 homo_ha=-0.0718 e_tot_ev=-109560.186 total_charge=-2 de_lowest_kj_mol=47.7 molar_mass_g_mol=662.5 gap_ev=5.86
Rb 0.40904 -1.77401 0.80894 0.237 0.368 -1.640 0.956
C 0.29238 1.14830 0.65350 -0.207 0.266 -0.265 -0.388
C 0.38887 0.85643 -0.73648 -0.080 0.077 -0.067 -0.169
C -0.90865 0.39366 -1.15169 0.038 0.170 0.152 -0.079
C -1.73484 0.41459 0.00685 0.179 0.108 -0.029 -0.394
C -1.00562 0.88072 1.11474 -0.035 0.120 -0.189 -0.157
C -1.57010 1.17351 2.49061 0.002 -0.061 -0.009 -0.058
C -2.55839 0.08127 2.91723 -0.032 -0.043 0.034 -0.598
C -0.45697 1.26501 3.53604 0.053 0.033 0.062 -0.600
C -2.31489 2.51721 2.46019 -0.046 0.073 -0.027 -0.594
C -1.48960 -0.03709 -2.50992 0.070 -0.081 0.110 -0.086
C -1.09428 -1.47880 -2.88173 -0.057 0.031 -0.008 -0.600
C -3.02588 -0.04095 -2.44822 -0.084 0.050 0.007 -0.594
C -1.12087 0.91716 -3.65295 -0.013 0.113 -0.060 -0.595
C 1.69487 1.16466 -1.49272 -0.076 -0.001 0.055 -0.071
C 2.04488 0.20138 -2.63315 0.008 -0.126 -0.033 -0.596
C 2.89059 1.11758 -0.52589 0.062 0.017 0.023 -0.588
C 1.66197 2.59970 -2.04973 -0.006 0.087 0.014 -0.597
H 1.09162 1.54189 1.26180 0.048 -0.027 0.039 0.198
H -2.78957 0.18208 0.02510 0.021 -0.082 0.023 0.192
H -2.06877 -0.89350 2.98929 -0.016 0.047 -0.011 0.222
H -3.37975 -0.00583 2.19945 0.060 0.017 0.057 0.198
H -2.98661 0.31248 3.90052 0.014 -0.010 -0.052 0.185
H 0.10127 0.32952 3.61736 -0.041 0.033 -0.024 0.222
H -0.88136 1.48825 4.52194 0.028 -0.008 -0.043 0.188
H 0.25124 2.06026 3.28325 -0.058 -0.044 0.025 0.199
H -3.13251 2.48105 1.73348 0.056 0.006 0.051 0.203
H -1.63376 3.31812 2.15693 -0.044 -0.042 0.021 0.204
H -2.73164 2.76300 3.44637 0.019 -0.010 -0.052 0.178
H -1.44789 -2.16246 -2.10630 -0.018 -0.026 0.016 0.199
H -0.02235 -1.61348 -2.97628 0.205 0.055 -0.016 0.217
H -1.55864 -1.78369 -3.82921 0.042 0.042 0.055 0.185
H -3.39783 -0.77044 -1.72391 0.032 0.054 -0.077 0.205
H -3.42594 -0.31020 -3.43233 0.003 0.007 0.045 0.185
H -3.41478 0.94336 -2.17153 0.032 -0.061 -0.017 0.207
H -0.05786 0.90534 -3.88984 -0.376 0.127 0.002 0.204
H -1.39474 1.94251 -3.38519 -0.007 -0.059 -0.028 0.205
H -1.66531 0.63914 -4.56427 0.025 0.018 0.039 0.183
H 2.12070 -0.83274 -2.28945 -0.001 0.004 0.035 0.221
H 3.02377 0.46089 -3.04781 -0.019 0.003 0.013 0.200
H 1.32944 0.23471 -3.45365 0.285 -0.148 0.198 0.190
H 2.98117 0.14563 -0.03681 -0.008 -0.015 -0.009 0.206
H 2.81853 1.88374 0.25004 0.015 -0.064 -0.080 0.197
H 3.81603 1.28913 -1.08421 -0.022 0.004 0.036 0.197
H 0.85484 2.74115 -2.76780 -0.047 -0.045 -0.040 0.201
H 2.61128 2.84778 -2.54437 -0.074 -0.024 0.038 0.183
H 1.50105 3.30588 -1.22987 0.007 -0.026 -0.048 0.204
F 1.83858 -4.41422 3.16778 0.632 -0.570 -0.475 -0.633
Te 0.51278 -3.31066 3.80884 -0.141 -0.268 0.418 3.434
F 1.48682 -1.82645 3.18599 0.259 0.349 -0.040 -0.664
F 1.67750 -3.12189 5.24530 0.342 -0.016 0.485 -0.633
F -0.16595 -4.71080 4.80475 -0.366 -0.686 0.357 -0.642
F -0.52310 -2.15359 4.80249 -0.668 0.662 0.404 -0.640
O -0.57829 -3.45216 2.41359 -0.237 -0.404 0.560 -1.199
Se 4.24245 -3.90565 -2.71632 0.086 0.012 0.056 -0.490
C 5.91166 -3.95646 -1.96562 0.438 -0.020 0.128 0.056
N 6.98341 -3.99202 -1.50513 -0.516 0.013 -0.218 -0.560